No. 1
An isolated molecule of C3H6N2OS at a distorted geometry, computed with ωB97M-V with the def2-TZVPD basis set.

Properties
HOMO ... -0.383 Ha
LUMO ... 0.016 hartree
ΔE to the lowest compared entry with this formula, charge and spin ... 4.574 eV
E_tot ... -700.7211 Ha
SMILES string ... CS(C)(=O)=NC#N
Molecular weight ... 118.16 g/mol
F_max ... 7.471 eV/Å

Each line ends with the natural charge from an NBO analysis.
CARTESIAN COORDINATES (ANGSTROEM)
C: -1.67745 -0.21001 1.68070  0.386
C: 0.04940 1.43709 -0.57224  -0.850
C: 1.14910 -1.10703 0.02218  -0.853
N: -1.67636 0.14582 2.76131  -0.399
N: -1.65815 -0.72161 0.07403  -0.890
O: -0.47780 -0.72459 -2.02956  -0.912
S: -0.36338 -0.34036 -0.65307  2.013
H: 1.01678 1.56095 -1.04175  0.243
H: -0.71430 1.97285 -1.12363  0.262
H: 0.07079 1.74494 0.46673  0.248
H: 1.39729 -0.63018 0.96216  0.243
H: 0.96172 -2.16380 0.17276  0.261
H: 1.92237 -0.96407 -0.71960  0.248

No. 2
An isolated molecule of C3H6N2OS at a distorted geometry, computed with ωB97M-V with the def2-TZVPD basis set.

Properties
HOMO ... -0.325 Ha
LUMO ... 0.029 hartree
ΔE to the lowest compared entry with this formula, charge and spin ... 2.337 eV
E_tot ... -700.8033 Ha
SMILES string ... SNC1=NCCO1
Molecular weight ... 118.16 g/mol
F_max ... 3.583 eV/Å

Each line ends with the natural charge from an NBO analysis.
CARTESIAN COORDINATES (ANGSTROEM)
C: 0.60551 -0.21900 -0.13213  0.680
C: -1.27028 0.98466 -0.08586  -0.251
C: -1.65895 -0.58141 -0.08345  -0.102
H: 2.95381 1.10647 0.83108  0.114
H: 2.06654 -1.67833 0.30619  0.421
H: -1.55168 1.51620 0.84622  0.192
H: -1.68023 1.57481 -0.88525  0.203
H: -2.36161 -0.87720 0.76225  0.199
H: -2.00430 -0.95513 -1.06268  0.191
N: 1.84889 -0.81669 -0.12709  -0.759
N: 0.14436 0.98579 -0.16963  -0.548
O: -0.32715 -1.17582 -0.05859  -0.513
S: 3.23510 0.13566 -0.14105  0.172

No. 3
A structure of composition C3H6N2P2 at a distorted geometry, computed with ωB97M-V with the def2-TZVPD basis set.

Properties
HOMO ... -0.329 Ha
LUMO ... 0.008 hartree
ΔE to the lowest compared entry with this formula, charge and spin ... 1.540 eV
E_tot ... -910.0223 Ha
Molecular weight ... 132.04 g/mol
F_max ... 5.826 eV/Å

Each line ends with the natural charge from an NBO analysis.
CARTESIAN COORDINATES (ANGSTROEM)
C: 1.11147 1.38431 -1.03158  -0.429
C: 0.14980 1.52802 -0.15625  -0.097
C: -0.79926 -0.08574 0.49050  -0.821
N: 1.63739 -1.34189 1.61565  -1.221
N: -0.24782 -2.68134 1.65251  -1.211
P: 1.27580 -2.70987 2.38088  1.163
P: 0.35801 -1.44593 0.41064  1.159
H: 1.59165 2.28328 -1.52218  0.203
H: 1.53743 0.54278 -1.48841  0.210
H: -0.35086 2.38927 0.09056  0.191
H: -1.36641 0.32684 1.43179  0.243
H: -1.53330 -0.19684 -0.23742  0.225
H: -0.79287 -3.46964 1.48781  0.386

No. 4
An isolated molecule of C3H6N2S at a distorted geometry, computed with ωB97M-V with the def2-TZVPD basis set.

Properties
HOMO ... -0.328 Ha
LUMO ... -0.034 hartree
ΔE to the lowest compared entry with this formula, charge and spin ... 1.152 eV
E_tot ... -625.5796 Ha
SMILES string ... [H]/N=C(/N)C(C)=S
Molecular weight ... 102.16 g/mol
F_max ... 1.842 eV/Å

Each line ends with the natural charge from an NBO analysis.
CARTESIAN COORDINATES (ANGSTROEM)
C: 1.52703 -1.13555 0.27690  -0.701
C: 0.39855 -0.17720 0.31570  -0.106
C: -0.37338 -0.00629 -0.97917  0.352
H: 1.09832 -2.12000 0.46423  0.244
H: 2.30383 -0.95234 0.99734  0.248
H: 1.86672 -1.03663 -0.77537  0.241
H: -1.99845 0.81640 -1.74517  0.402
H: -1.60335 1.31831 -0.17711  0.400
H: 0.23216 -1.60073 -1.63618  0.330
N: -1.30210 0.92717 -1.02516  -0.779
N: -0.16445 -0.73847 -2.00329  -0.694
S: -0.05916 0.63552 1.64942  0.061

No. 5
An isolated molecule of C3H6N2S at a distorted geometry, computed with ωB97M-V with the def2-TZVPD basis set.

Properties
HOMO ... -0.290 Ha
LUMO ... -0.005 hartree
ΔE to the lowest compared entry with this formula, charge and spin ... 4.040 eV
E_tot ... -625.4735 Ha
SMILES string ... [H]/N=C/NC(C)=S
Molecular weight ... 102.16 g/mol
F_max ... 9.345 eV/Å

Each line ends with the natural charge from an NBO analysis.
CARTESIAN COORDINATES (ANGSTROEM)
C: -0.46859 0.24171 -1.93548  -0.718
C: 0.25758 0.35291 -0.63773  0.077
C: 0.00470 -0.55737 1.77263  0.215
H: -1.52705 -0.30219 -2.15988  0.220
H: -0.57886 1.36297 -2.09184  0.242
H: 0.46856 -0.22975 -2.48440  0.289
H: -1.33469 -0.32311 0.30651  0.385
H: -0.65949 -1.30128 2.39128  0.214
H: 1.21154 0.24231 3.06334  0.316
N: -0.37106 -0.16773 0.43826  -0.594
N: 1.13296 0.26889 2.13627  -0.586
S: 1.86442 0.41264 -0.79897  -0.061

No. 6
An isolated molecule of C3H6N2S at a distorted geometry, computed with ωB97M-V with the def2-TZVPD basis set.

Properties
HOMO ... -0.311 Ha
LUMO ... 0.000 hartree
ΔE to the lowest compared entry with this formula, charge and spin ... 4.031 eV
E_tot ... -625.4738 Ha
SMILES string ... C=NNC(C)=S
Molecular weight ... 102.16 g/mol
F_max ... 4.948 eV/Å

Each line ends with the natural charge from an NBO analysis.
CARTESIAN COORDINATES (ANGSTROEM)
C: 1.33988 1.65294 -0.11350  -0.691
C: 0.70426 0.27506 -0.04422  0.082
C: -2.98471 -0.12349 -0.15297  -0.159
H: 1.80521 1.89116 0.92786  0.249
H: 0.48425 2.28334 -0.37032  0.211
H: 2.01451 1.40871 -0.95932  0.265
H: -0.96328 1.36600 0.84771  0.357
H: -3.12181 1.01375 -0.34375  0.177
H: -3.63611 -1.05273 -0.50324  0.238
N: -0.70123 0.39977 0.19227  -0.473
N: -1.73233 -0.51346 0.16333  -0.211
S: 1.63097 -1.05884 -0.01400  -0.044

No. 7
An isolated molecule of C3H6N2S at a distorted geometry, computed with ωB97M-V with the def2-TZVPD basis set.

Properties
HOMO ... -0.295 Ha
LUMO ... 0.030 hartree
ΔE to the lowest compared entry with this formula, charge and spin ... 1.936 eV
E_tot ... -625.5508 Ha
SMILES string ... CC1=NCNS1
Molecular weight ... 102.16 g/mol
F_max ... 3.512 eV/Å

Each line ends with the natural charge from an NBO analysis.
CARTESIAN COORDINATES (ANGSTROEM)
C: -0.55249 -0.29482 0.12835  0.271
C: 0.97079 1.42821 -0.04752  -0.080
C: -1.74307 -1.18282 0.00399  -0.688
N: -0.45103 0.89609 -0.06374  -0.438
N: 1.90950 0.32772 -0.09548  -0.815
S: 1.29416 -1.04468 0.61222  0.225
H: 1.01917 2.19256 -0.81315  0.216
H: 1.01962 1.91213 0.96080  0.188
H: -1.85994 -1.75491 0.90214  0.231
H: -1.57903 -1.97324 -0.74926  0.248
H: -2.59552 -0.58423 0.05176  0.239
H: 2.56783 0.07798 -0.89009  0.404

No. 8
An isolated molecule of C3H6N2S at a distorted geometry, computed with ωB97M-V with the def2-TZVPD basis set.

Properties
HOMO ... -0.343 Ha
LUMO ... 0.021 hartree
ΔE to the lowest compared entry with this formula, charge and spin ... 2.570 eV
E_tot ... -625.5275 Ha
SMILES string ... C=N/N=C/CS
Molecular weight ... 102.16 g/mol
F_max ... 2.211 eV/Å

Each line ends with the natural charge from an NBO analysis.
CARTESIAN COORDINATES (ANGSTROEM)
C: 1.34388 0.71471 1.16993  -0.571
C: 0.63267 0.24392 -0.09215  0.120
C: -1.79554 -1.60483 -1.37190  -0.054
H: -0.13643 2.42774 1.00817  0.133
H: 0.88512 0.11823 1.94295  0.226
H: 2.38530 0.49707 1.19898  0.236
H: 1.17626 0.41195 -1.04074  0.174
H: -1.99143 -2.20922 -2.21572  0.173
H: -2.48801 -1.67108 -0.53633  0.180
N: -0.47018 -0.40474 -0.13316  -0.326
N: -0.67008 -1.01773 -1.43176  -0.269
S: 1.12845 2.49400 1.50173  -0.022

No. 9
An isolated molecule of C3H6N2S, computed with ωB97M-V with the def2-TZVPD basis set.

Properties
HOMO ... -0.310 Ha
LUMO ... 0.032 hartree
ΔE to the lowest compared entry with this formula, charge and spin ... 1.762 eV
E_tot ... -625.5572 Ha
SMILES string ... NN1CCC1=S
Molecular weight ... 102.16 g/mol
F_max ... 0.663 eV/Å

Each line ends with the natural charge from an NBO analysis.
CARTESIAN COORDINATES (ANGSTROEM)
C: 1.08757 -0.45781 0.00322  -0.201
C: -0.10561 -1.45185 -0.00133  -0.466
C: -1.01256 -0.22862 -0.00581  0.113
H: -0.32651 2.30527 -0.81280  0.366
H: -0.30821 2.30484 0.81771  0.365
H: 1.71347 -0.47783 0.89410  0.197
H: 1.72375 -0.46534 -0.89544  0.197
H: -0.18948 -2.10209 -0.88948  0.235
H: -0.20174 -2.05879 0.89437  0.233
N: 0.17962 1.96087 -0.00261  -0.633
N: 0.05972 0.57722 -0.00222  -0.240
S: -2.62002 0.09414 0.00028  -0.168